(1)
Density functional theory data (wB97M-V/def2-TZVPD) for a cluster of 2 separate species, C2H2Cl2NOP in total.

```
! wB97M-V def2-TZVPD RIJCOSX def2/J DEFGRID3
* xyz 0 1
C 0.8800 -0.4915 -2.4782
C 1.5576 0.2221 -0.5619
N 1.9810 -0.2507 -1.7404
O -0.2576 -0.2885 -1.8832
P -0.1679 0.4224 -0.3688
Cl 2.7790 0.8785 0.4704
Cl -0.1157 0.4072 3.6881
H 0.9932 -0.5880 -3.5817
H 0.3484 -0.4890 2.8415
*
```

Results
HOMO-LUMO gap ... 8.86 eV
SMILES ... Clc1ncop1.Cl
Lowest unoccupied orbital energy ... -0.29 eV
M ... 157.92 g/mol



(2)
Density functional theory data (wB97M-V/def2-TZVPD) for a cluster of 2 separate species, C2H2Cl2NOP in total.

```
! wB97M-V def2-TZVPD RIJCOSX def2/J DEFGRID3
* xyz 0 1
C 1.0391 -1.0685 0.4654
C 0.8871 -1.4633 -0.8484
N 1.2431 -0.8733 1.5901
O -2.6748 1.7309 0.4525
P -1.3703 1.0829 0.3065
Cl -0.2437 2.2121 -0.9183
Cl -0.3111 1.4501 1.9389
H 0.3137 -2.2985 -1.3658
H 1.1168 -0.7725 -1.6209
*
```

Results
HOMO-LUMO gap (alpha / beta) ... 8.39 / 6.88 eV
Lowest unoccupied orbital energy (alpha / beta) ... -1.93 / -3.14 eV
M ... 157.92 g/mol



Which of them is least stable? Easy: (2).



(1)
Density functional theory data (wB97M-V/def2-TZVPD) for a cluster of 14 separate species, H28O14 in total.

```
! wB97M-V def2-TZVPD RIJCOSX def2/J DEFGRID3
* xyz 0 1
H 0.2190 0.6678 0.5055
H 1.0871 0.1110 -0.4805
H -1.2284 3.0690 1.8224
H -1.6431 3.2791 3.3902
H -2.8089 1.8284 2.3119
H -2.8456 0.4756 1.7790
H 4.6786 -1.8448 0.0047
H 5.8310 -1.7967 -1.0580
H -1.6293 0.1838 -4.3988
H -2.7048 -0.5629 -3.8737
H 0.3889 -3.1771 2.0720
H -0.1942 -3.8428 0.8354
H -2.2984 -2.1197 0.4818
H -1.3846 -1.1020 -0.2069
H -3.2852 -2.1494 -1.9744
H -2.2984 -3.2728 -2.4390
H 3.1279 -0.9343 3.8479
H 1.8046 -0.0825 3.9437
H 4.6443 2.8373 0.6949
H 3.6397 1.5838 1.1325
H 2.8614 3.4471 -3.1836
H 1.9580 2.3965 -2.8602
H -2.1688 4.5318 -0.5335
H -1.9461 3.0816 -0.5040
H 3.5047 -1.6757 -1.5417
H 3.3423 -3.1675 -1.2760
H -4.3343 -0.4125 -0.3867
H -4.5552 -1.3425 0.7239
O 0.1046 0.0739 -0.2483
O -0.9804 3.4248 2.7505
O -2.8942 0.9410 2.6388
O 5.5493 -1.4238 -0.2382
O -2.2515 0.2465 -3.6271
O -0.2796 -3.8950 1.7881
O -1.3883 -1.9548 0.1970
O -2.7817 -2.8367 -1.6947
O 2.2427 -0.8512 3.4681
O 4.0114 2.1666 0.3697
O 2.1834 3.3009 -2.5648
O -1.6656 3.8950 -1.0134
O 2.9538 -2.4242 -1.8796
O -5.0241 -0.6640 0.2004
*
```

Results
HOMO-LUMO gap ... 9.81 eV
Lowest unoccupied orbital energy ... -0.31 eV
M ... 252.21 g/mol



(2)
Density functional theory data (wB97M-V/def2-TZVPD) for a cluster of 14 separate species, H28O14 in total.

```
! wB97M-V def2-TZVPD RIJCOSX def2/J DEFGRID3
* xyz 0 1
O 0.1449 0.4483 -0.4873
H 0.2227 -0.3816 -0.9350
H -0.0984 0.1805 0.3622
O 1.4147 -2.0301 0.8455
H 1.8023 -1.5404 0.1237
H 1.7218 -2.9260 0.8511
O -2.2652 -0.6950 -2.2551
H -2.9172 -1.2901 -1.8791
H -2.3813 0.1339 -1.7799
O -1.1614 2.5332 2.6839
H -0.6957 1.6819 2.6474
H -1.4364 2.6408 1.7564
O 0.2402 -0.8829 -3.0947
H -0.5552 -0.5136 -2.6153
H 0.2645 -1.7910 -2.7962
O -2.7542 -0.6869 2.7846
H -2.5474 -0.4776 1.8858
H -2.5833 0.1274 3.2688
O -0.6852 3.1085 -0.2067
H 0.2152 2.8128 -0.4538
H -1.2240 2.6846 -0.8270
O 2.8645 -0.4473 -1.1616
H 3.6385 -0.2265 -0.6677
H 2.7393 0.1586 -1.9301
O -0.0196 0.1091 2.1299
H 0.0020 -0.8300 1.9128
H 0.8055 0.5547 2.0279
O 2.1372 2.4113 -1.2416
H 2.9962 2.4972 -1.6762
H 2.2235 1.5504 -0.8297
O 0.4239 -3.1096 -1.5137
H 0.0579 -3.9742 -1.6725
H 1.3227 -3.2522 -1.1508
O 2.1484 1.5726 1.6613
H 2.7600 1.2767 2.3780
H 2.2632 2.5266 1.5873
O -1.3819 -2.4260 0.2878
H -0.6372 -2.6346 -0.2651
H -2.0803 -2.2424 -0.3578
O -2.5313 0.8326 0.3369
H -2.8372 1.6770 0.2106
H -1.6165 0.8391 0.0548
*
```

Results
HOMO-LUMO gap ... 9.55 eV
Lowest unoccupied orbital energy ... -0.40 eV
M ... 252.21 g/mol



Which of them is least stable? Easy: (1).



(1)
Density functional theory data (wB97M-V/def2-TZVPD) for the ion H2NO3S with charge -1.

```
! wB97M-V def2-TZVPD RIJCOSX def2/J DEFGRID3
* xyz -1 1
N 0.8651 0.6856 0.6456
O 2.1070 0.2507 0.4564
O -0.0826 2.3148 -1.3423
O -1.2882 2.2858 0.8153
S -0.0079 2.5076 0.1356
H 0.3896 0.0137 0.0470
H 0.4420 0.6856 1.5538
*
```

Results
HOMO-LUMO gap ... 7.16 eV
Lowest unoccupied orbital energy ... 4.04 eV
M ... 96.09 g/mol



(2)
Density functional theory data (wB97M-V/def2-TZVPD) for the ion H2NO3S with charge -1.

```
! wB97M-V def2-TZVPD RIJCOSX def2/J DEFGRID3
* xyz -1 1
N -0.4012 0.1439 -0.2868
O -0.5253 3.0548 -0.6321
O 0.3349 2.1504 1.6032
O 1.6294 1.9355 -0.4798
S 0.3288 2.0945 0.1596
H 0.4919 -0.2268 -0.5849
H -0.6086 -0.1800 0.6380
*
```

Results
HOMO-LUMO gap ... 9.33 eV
SMILES ... NS(=O)(=O)[O-]
Lowest unoccupied orbital energy ... 4.31 eV
M ... 96.09 g/mol



Which of them is least stable? Easy: (1).



(1)
Density functional theory data (wB97M-V/def2-TZVPD) for the ion C2H3NO3P with charge -1.

```
! wB97M-V def2-TZVPD RIJCOSX def2/J DEFGRID3
* xyz -1 1
C 1.3855 -1.3799 -0.2993
C 0.6245 0.8715 -0.0090
N 0.5206 -0.3809 -0.4284
O -0.6664 1.4220 0.1990
O 2.2886 -1.5439 0.5029
O 1.5612 1.6223 0.1084
P -1.9288 0.4737 -0.2491
H 1.1158 -2.2033 -1.0156
H -2.0612 -0.3000 0.9245
H -2.8399 1.4185 0.2667
*
```

Results
HOMO-LUMO gap ... 9.02 eV
SMILES ... O=C/N=C(\[O-])OP
Lowest unoccupied orbital energy ... 4.18 eV
M ... 120.02 g/mol



(2)
Density functional theory data (wB97M-V/def2-TZVPD) for the ion C2H3NO3P with charge -1.

```
! wB97M-V def2-TZVPD RIJCOSX def2/J DEFGRID3
* xyz -1 1
C 1.1033 0.9057 0.4372
C 1.4870 -0.1919 -0.2664
N 0.2685 1.8616 0.2704
O 2.4206 -0.7040 -0.8200
O 0.4715 -1.2086 -0.1615
O -1.7960 -0.2387 -0.5374
P -1.0056 -1.1428 0.5493
H 0.0874 2.4253 1.1489
H -1.4564 0.6680 -0.5587
H -1.5803 -2.3747 -0.0617
*
```

Results
HOMO-LUMO gap ... 6.96 eV
SMILES ... N=C=C([O-])OPO
Lowest unoccupied orbital energy ... 4.23 eV
M ... 120.02 g/mol



Which of them is least stable? Easy: (2).



(1)
Density functional theory data (wB97M-V/def2-TZVPD) for a structure of composition H33O16.

```
! wB97M-V def2-TZVPD RIJCOSX def2/J DEFGRID3
* xyz 1 1
O -2.6388 1.5088 0.2389
H -1.8741 1.7705 -0.2495
H 3.7407 0.3920 -2.7248
O -2.2576 -1.2540 -0.1992
H -1.2192 -3.8247 0.5270
H 2.5892 3.3552 0.2926
O 1.6775 -0.7156 3.8707
H 1.2449 -1.5388 3.6715
H 2.0264 -0.4933 -2.4812
O -1.3724 -3.1531 1.1956
H -1.4725 -2.0637 0.3546
H 0.4605 2.1828 2.2020
O -4.3028 2.6707 2.6196
H -2.8475 -0.7043 0.4250
H -4.0393 2.1166 3.3110
O -0.5203 4.6402 -2.0697
H 0.1367 5.0825 -1.5600
H 2.0800 -1.3882 -3.6963
O 0.1997 -4.8989 -0.9272
H 0.2695 -1.9474 -1.3442
H 0.0827 -4.9033 -1.9046
O 0.0624 -1.2732 -0.6504
H 3.0230 1.4737 -1.9387
H -1.6344 -3.2336 2.1923
O 2.6107 -1.0853 -2.9313
H -3.1098 2.1871 0.6511
O 1.8211 3.7044 -0.2921
H 0.0287 1.8889 -2.4261
H 2.3398 4.1315 -0.9821
O 0.1701 1.7816 -1.4914
H 0.5046 2.5921 -1.1723
H -2.0435 -1.6392 -4.3820
O -0.2103 -3.5117 3.6439
H 4.3135 1.5416 0.5047
H -3.2698 -1.5888 -3.3683
O 0.2156 1.2806 2.0812
H 1.1620 0.9215 1.9209
H -0.9236 -3.1004 4.2115
O -2.4681 -2.0314 -3.5526
H -0.1747 -4.4452 3.9668
H -0.7667 3.8612 -1.5334
O 3.8599 1.1435 -2.1619
H -4.9600 2.2958 2.0704
H 1.2444 0.0409 3.5070
O 3.7571 1.1036 1.1069
H 0.8246 -1.4401 -0.1223
H -1.4313 -0.6843 -0.5549
H 0.2207 -3.9881 -0.7443
H 2.8709 1.2392 0.8959
*
```

Results
HOMO-LUMO gap ... 10.41 eV
Lowest unoccupied orbital energy ... -3.32 eV
M ... 289.25 g/mol



(2)
Density functional theory data (wB97M-V/def2-TZVPD) for a cluster of 16 separate species, H33O16 in total.

```
! wB97M-V def2-TZVPD RIJCOSX def2/J DEFGRID3
* xyz 1 1
O 0.2634 2.4433 2.3835
H 1.0726 2.2589 2.8815
H -0.4284 2.6525 3.0156
O 1.2872 -2.7519 -0.5605
H -1.5822 2.7162 -3.1567
H -0.8802 -1.3753 -1.2480
O -2.1572 2.2206 -3.8058
H -2.2120 3.0275 -4.3498
H 1.8701 2.2850 1.1026
O 2.3797 1.1844 -2.9316
H 3.3474 1.0479 -2.9764
H -2.3027 0.3188 -1.6701
O -2.2197 1.0069 0.0367
H 1.6407 -3.4483 -1.1253
H -2.5542 0.4894 0.7711
O -0.1755 1.8783 -1.5217
H 0.1889 2.3279 -0.7475
H 1.1782 -0.0578 -2.2553
O 3.3699 -4.5069 0.7384
H 3.6906 -4.4929 1.6471
H 2.8692 -3.6853 0.6884
O -2.8042 1.7244 3.7214
H 2.0985 1.3321 -3.8410
H -3.1161 2.6214 3.8670
O 2.6631 2.8261 1.1394
H -1.4581 1.5572 0.2062
O 0.4922 -0.6416 -1.8695
H -0.4492 -2.4882 -0.2992
H -0.2396 -0.0327 -1.6586
O -1.2549 -1.8575 -0.3390
H -1.9080 -2.4899 -0.7193
H 4.7008 1.2487 -1.1566
O -1.3082 -3.9687 -2.2229
H -1.1079 2.1279 -1.5621
H 5.7274 0.5236 -2.1077
O -2.0815 -0.4651 -2.2186
H -1.8281 -0.2911 -3.1304
H -1.5494 -3.9958 -3.1484
O 4.7980 0.7025 -1.9456
H -0.6875 -4.6101 -1.8802
H 2.3247 3.7237 1.2175
O -2.7467 -0.7587 4.5972
H -3.1089 -1.5243 4.1338
H -2.8205 -1.0135 5.5262
O -0.1111 0.4603 4.2733
H -0.9939 0.8627 4.2996
H 1.4907 -1.8922 -0.9798
H -3.0977 1.1484 4.4387
H -0.2698 -0.3690 4.7423
*
```

Results
HOMO-LUMO gap ... 10.77 eV
Lowest unoccupied orbital energy ... -2.49 eV
M ... 289.25 g/mol



Which of them is least stable? Easy: (1).



(1)
Density functional theory data (wB97M-V/def2-TZVPD) for an isolated molecule of C5H8N2OS.

```
! wB97M-V def2-TZVPD RIJCOSX def2/J DEFGRID3
* xyz 0 1
C -0.4290 0.3503 0.1730
C -1.2770 -0.7755 -0.0358
C 1.0300 -0.1467 0.2234
C -2.7425 -0.7438 -0.0564
C 3.1008 0.3466 -0.3884
N -0.6843 -1.9386 -0.1578
N -0.9750 1.6328 0.3415
O 2.0298 0.6772 0.4414
S 0.9531 -1.8718 0.0109
H -3.1440 -1.5131 -0.6680
H -3.2841 -0.7842 0.8868
H -2.8513 0.1393 -0.6617
H 2.7225 -0.1043 -1.3017
H 3.7041 -0.3457 0.0514
H 3.8329 1.2102 -0.5714
H -0.3303 2.3058 0.6336
H -1.6556 1.5616 1.0792
*
```

Results
HOMO-LUMO gap ... 8.60 eV
SMILES ... COc1snc(C)c1N
Lowest unoccupied orbital energy ... 0.78 eV
M ... 144.20 g/mol



(2)
Density functional theory data (wB97M-V/def2-TZVPD) for an isolated molecule of C5H8N2OS.

```
! wB97M-V def2-TZVPD RIJCOSX def2/J DEFGRID3
* xyz 0 1
C 0.8936 1.5485 0.1094
C -0.4742 1.2087 0.0833
C 1.9647 0.7992 -0.2045
C 2.9182 -1.0831 -1.1012
C -2.5246 -1.3873 0.9399
N 2.0116 -0.5256 -0.4441
N -0.8853 0.1664 -0.4957
O -3.1733 1.0424 0.2488
S -2.5084 -0.0910 -0.4307
H 0.9697 2.6640 0.3606
H -1.3144 1.8594 0.4914
H 3.0045 1.2903 -0.2472
H 3.5578 -0.6443 -1.8582
H 2.9462 -2.2105 -1.2075
H -1.5207 -1.9223 0.9842
H -3.3919 -1.9888 0.9963
H -2.4737 -0.7259 1.7751
*
```

Results
HOMO-LUMO gap ... 8.17 eV
Lowest unoccupied orbital energy ... -0.60 eV
M ... 144.20 g/mol



(3)
Density functional theory data (wB97M-V/def2-TZVPD) for an isolated molecule of C5H8N2OS.

```
! wB97M-V def2-TZVPD RIJCOSX def2/J DEFGRID3
* xyz 0 1
C 0.3761 -0.2554 -0.7372
C 0.4076 -1.6335 0.9773
C -0.5413 0.2363 0.4115
C -1.9994 3.0720 1.1083
C 1.7234 -2.1653 -1.1525
N -0.3633 -0.6913 1.3578
N 0.8779 -1.3491 -0.3216
O 0.0930 2.5175 -0.4036
S -1.0987 1.9474 0.1902
H 0.4797 0.1431 -1.6755
H 0.7672 -2.5748 1.5561
H -1.4201 3.3688 2.0426
H -2.8796 2.4994 1.5001
H 2.4677 -2.5313 -0.4650
H 1.1372 -3.0160 -1.4147
H 1.9228 -1.6150 -2.0427
H -1.9501 2.0470 -0.9312
*
```

Results
HOMO-LUMO gap ... 8.73 eV
SMILES ... C=[S@@H](=O)c1cn(C)cn1
Lowest unoccupied orbital energy ... 0.45 eV
M ... 144.20 g/mol



Which of them is least stable? Easy: (3).